(1)
The following is a quantum chemistry calculation of C18H45F2Li2NO16P3S2 as an isolated structure, from OMol25.

```
! wB97M-V def2-TZVPD RIJCOSX def2/J DEFGRID3
* xyz 1 1
C -13.38 1.76 24.71
C -8.56 2.00 26.88
H -9.23 -2.50 16.11
H -11.21 2.76 20.38
C -11.97 -3.20 28.44
H -12.03 0.40 20.21
C -9.71 1.29 26.06
C -14.58 -3.92 19.86
H -14.91 -2.93 19.55
H -9.10 2.62 27.60
H -14.53 -3.89 20.95
H -9.54 -3.37 18.33
C -13.16 -4.27 19.29
H -11.97 -6.43 24.46
H -11.72 4.38 20.39
O -12.52 -3.85 24.59
H -10.01 4.89 22.26
H -10.24 3.98 19.68
H -13.22 -3.73 18.35
C -10.43 -2.90 17.92
Li -9.62 -1.34 23.03
O -10.45 -2.16 21.23
H -13.16 -5.34 19.05
S -7.23 -2.53 23.99
F -7.23 -0.04 21.36
H -13.98 1.62 21.32
P -12.20 -2.26 24.73
H -9.32 -1.23 17.02
H -14.53 0.69 19.91
H -13.11 -4.08 22.64
H -11.49 -4.21 26.57
H -12.84 2.48 25.32
C -14.64 2.36 23.99
F -8.37 -3.69 24.14
H -11.45 -4.39 22.98
O -11.51 -2.16 26.16
H -9.40 0.36 25.58
C -9.97 -2.07 16.78
O -11.39 -1.64 23.74
C -10.84 3.77 20.57
C -15.88 -1.04 25.25
O -11.21 -2.04 18.70
C -12.45 -4.58 23.36
H -13.53 -6.34 24.19
H -16.88 -1.38 25.49
H -15.38 -4.62 19.62
O -12.18 -3.92 20.22
H -15.09 -2.88 24.85
H -7.96 2.67 26.27
C -14.09 0.62 20.90
P -11.63 -2.33 20.29
C -11.20 -3.26 27.02
O -6.00 -3.32 23.85
O -12.40 1.30 23.88
H -7.98 1.24 27.40
H -10.57 0.97 26.65
O -12.88 -1.36 20.52
H -14.84 0.27 21.61
H -9.22 3.35 22.14
H -14.63 -2.34 26.53
H -13.01 -3.04 28.16
H -15.74 -0.14 25.86
H -16.10 -0.75 24.22
P -10.88 1.88 23.73
O -10.93 3.43 23.09
O -5.35 -1.26 21.83
Li -8.26 -2.64 20.94
C -10.18 3.85 22.02
C -12.61 -6.12 23.64
H -14.51 2.90 23.06
O -10.00 0.87 23.08
H -12.59 -6.84 22.81
H -13.72 0.97 25.39
O -7.48 -1.78 25.23
O -13.59 -1.45 24.97
H -10.95 -3.81 17.62
H -10.12 -3.44 27.08
H -11.79 -4.15 28.93
H -12.50 -0.18 21.96
O -10.45 2.22 25.20
N -7.90 -1.91 22.71
H -11.56 -2.36 29.01
O -6.39 0.27 23.56
S -6.53 -0.84 22.57
H -10.70 -1.38 16.35
C -14.78 -2.05 25.49
H -15.01 3.15 24.66
C -12.76 0.00 20.91
H -15.44 1.62 23.89
*
```

HOMO-LUMO gap = 9.26 eV
HOMO energy = -12.84 eV
molar mass = 740.483 g mol⁻¹
ΔE to the lowest compared entry with this formula, charge and spin = 6.9202 eV

Atom charges from the Löwdin analysis, given in e for atoms 1 to 2:
1 C -0.28
2 C -0.03

---

(2)
The following is a quantum chemistry calculation of C20H31BMnNO2 as an isolated structure, from OMol25.

```
! wB97M-V def2-TZVPD RIJCOSX def2/J DEFGRID3
* xyz 0 5
H 1.47 0.86 4.10
H -0.41 3.96 -4.89
H 0.31 0.10 -3.69
C -2.36 -1.69 -0.77
H 2.32 3.30 -3.78
H -1.94 -1.07 -7.66
H -2.15 1.12 1.10
C 0.43 0.55 2.13
H -0.06 -2.24 -2.83
H 1.27 1.52 -6.44
O 1.68 1.50 -4.49
C -0.57 2.10 -3.71
H -1.40 1.79 -4.39
C -2.00 0.60 -1.06
H 1.37 0.62 -8.42
H 0.24 -0.69 3.96
H -1.15 -2.57 -7.08
H -0.49 1.18 4.08
H 2.04 -0.63 -2.32
H -0.51 1.85 -6.44
H -1.94 1.58 -1.51
C 0.93 -2.25 0.42
H -0.43 0.76 -8.64
H 2.59 -0.72 0.30
C 1.47 -1.64 -7.02
B 0.41 0.48 3.66
C -2.40 -1.06 0.53
H 1.03 1.27 -2.53
C 1.46 -1.17 -1.57
C 0.18 3.37 -4.16
Mn -0.48 -0.78 -0.47
C 0.19 -0.83 -7.16
H 1.84 -2.02 -7.99
C 1.78 -1.26 -0.19
H -2.66 -1.53 1.47
C 0.28 1.11 -6.63
H -1.03 2.25 -2.72
H 1.27 -2.50 -6.36
C -1.00 -1.65 -7.67
H 0.26 3.98 -3.25
C 0.07 -2.77 -0.60
H -0.81 -1.96 -8.71
N 0.40 0.54 0.96
H 1.87 3.32 -5.57
H -2.11 -0.80 -2.85
H -2.59 -2.73 -0.99
C 0.38 0.48 -7.98
C 1.62 2.95 -4.55
C 0.36 -2.06 -1.85
C -2.11 -0.67 -1.76
H 0.99 -2.58 1.46
H 2.24 -1.00 -6.57
O -0.02 -0.11 -5.89
C -2.14 0.34 0.35
H -0.56 -3.66 -0.51
C 0.60 1.14 -3.56
*
```

HOMO-LUMO gap (spin up / spin down) = 6.46 / 8.09 eV
HOMO energy (spin up / spin down) = -7.44 / -8.89 eV
molar mass = 383.223 g mol⁻¹

Atom charges from the Löwdin analysis, given in e for atoms 1 to 2:
1 H 0.00
2 H 0.11

---

(3)
The following is a quantum chemistry calculation of a 9-piece molecular cluster, C58H50ClF3O21P overall, from OMol25.

```
! wB97M-V def2-TZVPD RIJCOSX def2/J DEFGRID3
* xyz -1 1
H -2.86 2.43 -4.62
F 3.33 -0.11 -4.60
O 1.98 -8.50 -0.63
O 3.96 -3.58 -0.77
H 2.75 -0.77 7.38
O 2.07 3.49 6.24
C -11.24 1.45 -0.77
H -7.65 -1.06 2.49
O -3.67 7.41 -2.60
C -4.92 -1.32 0.39
C -12.56 -0.01 0.70
O 9.36 2.38 -3.57
O 4.04 -0.15 9.55
C -3.31 8.42 -0.50
H 4.59 -0.55 -0.79
C 4.21 -0.21 -3.58
H 2.00 -4.26 0.80
C 0.41 -1.04 1.31
H -7.12 3.98 3.88
H -13.31 1.73 -0.41
C 8.38 0.50 -4.59
H -3.89 7.64 -0.02
C -5.97 -3.52 0.65
C -2.12 1.94 -3.96
C 8.19 -9.01 2.13
O 9.59 -1.20 -7.46
H -2.27 9.29 -3.72
C 2.36 1.20 6.72
H -3.14 4.79 0.92
C 2.43 -7.37 -0.66
H 2.88 0.99 -2.41
H -1.43 -0.12 -0.65
C 2.52 2.65 6.99
C 9.41 1.56 -4.46
C -4.55 5.70 2.34
C -6.99 -2.93 1.55
C 3.25 3.04 8.23
H 6.27 -8.68 -0.72
H -0.38 1.72 -1.81
C 8.35 -7.57 2.43
C 3.50 -4.71 -0.74
C 4.05 -5.78 -1.60
H 1.83 0.94 5.82
C -11.35 -0.82 0.98
C -2.37 9.37 -2.65
H 7.29 -10.43 0.72
O 8.69 -9.86 2.83
H -4.25 -3.19 -0.55
O 1.05 0.71 -0.67
C -1.96 10.47 -0.49
H -3.16 -0.51 -3.89
C -6.90 -1.48 1.83
C 1.33 -1.13 2.48
C 10.50 1.58 -5.46
O -1.45 11.37 0.14
C -10.03 0.64 -0.50
H 1.72 -2.34 -0.10
C -2.90 1.29 -2.76
H -6.05 -4.58 0.46
C 3.74 2.13 9.06
H 3.36 4.11 8.41
H -2.85 9.50 1.26
C -4.54 3.36 1.60
O 1.60 -2.11 3.05
C -10.18 -0.52 0.42
C -5.72 5.42 3.20
C 9.53 -0.38 -6.57
H -0.20 -1.96 1.22
C 6.85 -8.44 0.16
O -4.04 -0.64 -0.10
C 3.45 0.06 -2.24
C 10.56 0.68 -6.44
H -2.59 1.69 -1.78
H 11.24 2.36 -5.35
H 0.75 0.65 -2.77
C 0.21 0.79 -1.81
H 8.93 -7.32 3.31
H 2.56 -0.52 0.36
H 7.59 0.50 -3.86
C -4.00 4.57 1.54
C -1.81 10.37 -1.96
H 3.27 -1.99 -1.65
H -3.61 -0.70 -2.19
C 2.39 -5.06 0.17
C 7.01 -7.00 0.46
C -2.75 9.41 0.19
H -3.96 1.59 -2.89
O -0.04 -1.48 -1.19
O -6.21 1.97 2.51
C 3.58 0.68 8.79
H 11.35 0.67 -7.18
C -5.00 -2.78 0.11
H -1.59 1.20 -4.57
O -8.96 0.91 -1.00
C 3.55 -7.02 -1.56
F 4.81 -1.41 -3.57
H 2.03 -1.52 -2.82
H 4.86 -5.51 -2.26
O 6.51 -6.14 -0.24
C -0.85 -0.36 -1.57
H -11.47 -1.65 1.65
C 2.56 -1.17 -1.91
O -4.05 6.80 2.29
H -5.85 0.33 1.48
C 2.86 0.29 7.56
C 1.89 -6.30 0.21
C -5.94 -0.73 1.29
O -7.87 -3.61 2.04
O -13.63 -0.28 1.20
O -1.54 -0.83 -2.71
H 7.70 -1.18 -5.68
C 7.80 -6.63 1.66
C -2.83 -0.26 -2.86
C 7.40 -9.37 0.93
H 3.93 -7.81 -2.19
H -11.12 2.29 -1.45
H -9.28 -1.10 0.61
C -6.26 4.20 3.26
H -1.41 2.70 -3.59
H -6.11 6.25 3.78
H -0.25 -0.16 1.40
C 8.44 -0.40 -5.57
C -5.72 3.08 2.46
O 4.45 0.29 -1.26
H 7.91 -5.58 1.87
F 5.18 0.71 -3.79
H -4.16 2.52 1.02
C -3.16 8.32 -1.97
H -1.23 11.15 -2.44
P 1.41 -0.95 -0.40
Cl 2.09 0.45 3.01
C -12.41 1.15 -0.22
H 1.08 -6.57 0.86
H 4.28 2.39 9.96
*
```

HOMO-LUMO gap = 4.51 eV
HOMO energy = -5.09 eV
molar mass = 1206.438 g mol⁻¹

Atom charges from the Löwdin analysis, given in e for atoms 1 to 2:
1 H 0.06
2 F 0.12

---

(4)
The following is a quantum chemistry calculation of a 11-piece molecular cluster, C4H29NO10 overall, from OMol25.

```
! wB97M-V def2-TZVPD RIJCOSX def2/J DEFGRID3
* xyz 0 1
H -1.31 2.00 -2.81
H 0.90 1.57 -2.30
O 1.09 -0.84 -3.13
O 3.04 -1.78 -1.46
H 1.54 0.15 3.03
O 3.30 0.82 -1.51
H -2.54 1.15 -0.99
H -0.89 1.05 3.94
H 0.04 -3.07 1.90
C 0.49 2.17 -1.45
H 1.94 -0.43 -3.39
H 3.67 -2.18 -0.85
H -2.16 -1.43 -2.30
O -0.73 -2.71 2.35
H -1.67 -2.91 -1.90
H 1.00 3.14 -1.34
H 1.10 0.25 -0.52
H -2.16 2.46 0.11
H -1.07 -0.02 -0.18
H 1.83 -2.17 0.02
H -2.27 0.67 2.73
H 4.07 1.34 -1.30
H 1.47 -1.48 -2.49
H 0.96 -1.15 0.91
O -2.41 -2.29 -1.92
H -1.50 -2.43 1.83
C 0.56 1.19 -0.27
C -1.75 1.79 -0.64
O 0.95 -1.96 0.37
O -2.41 0.39 3.65
H 3.13 -0.78 -1.54
H -1.34 3.40 -1.82
H -2.42 -0.58 3.54
H 0.94 -1.24 3.10
H 0.00 2.27 3.29
O -2.93 -1.19 0.33
O 1.60 -0.73 2.60
H 1.25 1.69 0.43
O -0.03 1.51 3.86
H -3.69 -0.91 -0.22
H -2.27 -1.41 -0.34
N -0.80 0.93 0.12
C -0.99 2.39 -1.84
H 2.48 1.33 -1.60
*
```

HOMO-LUMO gap = 9.16 eV
HOMO energy = -9.05 eV
SMILES = C1CCNC1.O.O.O.O.O.O.O.O.O.O
molar mass = 251.273 g mol⁻¹
ΔE to the lowest compared entry with this formula, charge and spin = 2.7515 eV

Atom charges from the Löwdin analysis, given in e for atoms 1 to 2:
1 H 0.11
2 H 0.09

---

(5)
The following is a quantum chemistry calculation of one molecule with the formula C2H5N3O2, from OMol25.

```
! wB97M-V def2-TZVPD RIJCOSX def2/J DEFGRID3
* xyz 0 1
N 1.53 0.70 -0.66
C -1.77 0.10 0.39
N 0.03 -0.83 -0.82
H -0.01 -0.30 -1.72
H -2.63 -0.11 0.95
O -1.51 1.27 0.28
H 0.85 1.27 -1.09
N 1.12 -0.54 1.38
C 0.76 -0.22 0.22
H 2.22 1.15 -0.02
O -1.37 -1.08 -0.46
H 0.78 -1.42 1.55
*
```

HOMO-LUMO gap = 10.59 eV
HOMO energy = -10.03 eV
SMILES = [H]/N=C(/N)NOC=O
molar mass = 103.081 g mol⁻¹
ΔE to the lowest compared entry with this formula, charge and spin = 4.7853 eV

Atom charges from the Löwdin analysis, given in e for atoms 1 to 2:
1 N 0.09
2 C -0.22